66
Properties=species:S:1:pos:R:3:forces:R:3 method="wB97M-V/def2-TZVPD" de_lowest_ev=0.000 charge=-1 lumo_ev="1.6175 / 1.4352" s_squared=0.7636 orbital_gap_ha="0.228 / 0.232" spin_multiplicity=2
Ti -0.033773 -0.337216 -0.497225 1.3 -0.6 1.5
C 4.560237 1.971997 0.026019 0.0 0.0 0.0
C 3.876015 0.757344 0.599642 -0.1 0.0 0.0
C 3.440439 0.775869 1.927825 0.0 0.0 0.0
C 3.808270 1.931951 2.821009 0.0 0.0 0.0
C 2.658610 -0.266104 2.419836 0.0 -0.1 0.0
C 2.071506 -0.166631 3.805633 -0.1 0.0 0.0
C 2.424236 -1.404779 1.632207 -0.1 0.0 0.0
C 1.772424 -2.615047 2.263134 0.0 0.0 0.0
C 2.891805 -1.439731 0.307641 0.0 -0.1 0.0
C 2.739396 -2.682679 -0.542274 0.0 0.0 -0.1
C 3.609967 -0.347805 -0.206028 0.0 0.0 0.1
C 4.106735 -0.370738 -1.628757 0.0 0.0 0.0
H 5.646917 1.930829 0.144824 0.1 0.0 0.0
H 4.200381 2.879389 0.506504 0.0 0.0 0.0
H 4.342094 2.076505 -1.034155 0.0 0.0 0.0
H 4.786885 2.329869 2.559342 0.1 0.0 0.0
H 3.850594 1.628398 3.864506 0.0 0.0 0.0
H 3.088725 2.750405 2.734766 0.0 0.0 0.0
H 1.171292 -0.769067 3.897783 0.0 0.0 0.0
H 1.789725 0.861181 4.031904 0.0 0.0 0.0
H 2.775601 -0.491873 4.577035 0.0 0.0 0.0
H 1.963030 -2.639037 3.333611 0.0 0.0 0.0
H 2.170248 -3.537964 1.847418 0.0 0.0 0.0
H 0.691730 -2.634229 2.112863 0.0 0.0 0.0
H 3.695780 -3.207819 -0.629332 0.0 0.0 0.0
H 2.407292 -2.434308 -1.550567 0.0 0.0 0.0
H 2.002707 -3.370342 -0.143556 0.0 0.0 0.0
H 3.401330 0.136471 -2.294588 0.0 0.0 0.0
H 4.236061 -1.384123 -1.999129 0.0 0.0 0.0
H 5.065689 0.137387 -1.720272 0.0 0.0 0.0
C 1.684173 -1.813221 -4.468617 0.0 0.0 0.0
C 0.579984 -0.810837 -4.570921 0.0 0.1 0.0
N 0.154034 -0.439599 -5.760793 0.0 0.0 0.0
C -0.854039 0.442144 -5.841028 0.0 0.1 0.1
C -1.533752 0.941436 -4.752960 0.1 -0.1 0.0
C -2.700395 1.862561 -4.978895 -0.1 -0.1 -0.1
O -2.591399 3.099547 -4.288884 0.0 0.1 0.1
C -1.112111 0.536514 -3.464465 -0.3 0.3 0.0
C -1.928347 0.886366 -2.304314 0.2 0.1 -0.4
N -1.777474 0.399593 -1.122098 -1.2 0.3 -0.1
C -2.828040 0.584603 -0.148714 0.3 0.0 -0.4
C -4.122166 0.890475 -0.565144 -0.1 -0.1 0.1
C -5.130955 1.077373 0.357693 0.1 0.0 0.1
C -4.848299 0.934743 1.713495 -0.1 0.0 -0.1
C -3.577626 0.590989 2.122211 0.1 0.0 0.1
C -2.538709 0.396020 1.208046 0.0 0.0 0.0
I -1.016003 -2.971431 -0.460398 -0.1 -0.1 0.0
C 0.013112 -0.287589 -3.382760 0.1 0.0 0.2
O 0.545940 -0.604991 -2.225295 0.0 -0.1 -1.0
H 1.821240 -2.288444 -5.437337 0.0 0.0 0.0
H 2.620021 -1.336257 -4.170449 0.0 0.0 0.0
H 1.450374 -2.563796 -3.712557 0.0 0.0 0.0
H -1.146000 0.741578 -6.840808 0.0 0.0 -0.1
H -2.806584 2.037115 -6.056604 0.0 -0.1 0.1
H -3.633019 1.412060 -4.626767 0.0 0.0 0.0
H -1.671432 3.381561 -4.324965 0.0 0.0 0.0
H -2.738343 1.586749 -2.489763 0.0 -0.2 0.0
H -4.357102 0.944523 -1.617670 0.0 0.0 0.0
H -6.131414 1.309437 0.021466 0.0 0.0 0.0
H -5.627680 1.079074 2.448998 0.0 0.0 0.0
H -3.354729 0.467120 3.173211 0.0 0.0 0.0
S 0.982024 4.383051 2.206931 0.5 0.4 0.3
Sb -0.342533 3.005938 1.088447 -0.8 -0.4 -0.1
S -0.929125 0.014542 1.800820 -0.2 0.3 0.2
S 0.969925 1.911149 -0.509932 0.4 0.0 -0.3